(1)
Computed, not measured: C3HNO2 as an isolated structure, with ωB97M-V with the def2-TZVPD basis set.

The calculation puts the strongest force on any atom at 3.23 eV/Å. The energy is -320.0444 a.u. The HOMO energy (alpha / beta) is -0.37674 / -0.37669 Eh. The energy above the lowest of the compared OMol25 structures with the same formula, charge and spin is 34.46 kcal per mole. As for the frontier orbital gap (alpha / beta): 9.249 / 9.248 eV.

Each line ends with the natural charge from an NBO analysis.
Element x y z (Å)
C (0.949, -0.229, 0.089)  -0.06
C (-0.155, 0.785, -0.142)  0.39
C (-1.169, -0.306, -0.010)  0.63
N (0.404, -1.141, 0.731)  -0.33
O (-0.101, 1.965, 0.020)  -0.45
O (-2.007, -0.904, -0.565)  -0.41
H (2.079, -0.170, -0.123)  0.23

(2)
Computed, not measured: C19H28ClIrO6 as an isolated structure, with ωB97M-V with the def2-TZVPD basis set.

The calculation puts the strongest force on any atom at 3.11 eV/Å. The expectation value of S² is 6.0179. The energy is -1756.2082 a.u. Its spin multiplicity is 5. The HOMO energy (alpha / beta) is -0.20084 / -0.31909 Eh. As for the frontier orbital gap (alpha / beta): 5.975 / 6.095 eV.

Each line ends with the Löwdin spin population.
Element x y z (Å)
O (-1.804, -0.186, -4.981)  0.00
C (-1.061, -0.011, -3.731)  0.01
C (-1.395, 1.481, -3.620)  0.00
H (0.020, -0.179, -3.788)  0.01
H (-1.503, -0.698, -2.989)  0.00
C (-2.392, 1.164, -4.792)  0.00
H (-0.565, 2.152, -3.899)  0.00
H (-1.825, 1.691, -2.641)  0.00
C (-2.278, 1.857, -6.156)  0.00
H (-1.357, 1.592, -6.695)  0.00
H (-2.339, 2.945, -6.113)  0.00
H (-3.132, 1.552, -6.766)  0.00
C (-3.815, 1.059, -4.262)  0.00
H (-3.778, 1.096, -3.185)  0.00
H (-4.213, 0.087, -4.551)  0.00
H (-4.464, 1.865, -4.600)  0.00
Ir (0.820, -0.045, -0.640)  1.80
C (1.916, 1.625, 0.035)  0.10
C (2.833, 0.489, -0.006)  0.17
C (2.963, 0.068, -1.367)  0.08
H (3.333, 0.093, 0.869)  0.01
C (2.127, 0.905, -2.171)  0.15
C (1.481, 1.870, -1.311)  0.12
H (0.741, 2.608, -1.605)  0.01
H (1.612, 2.135, 0.944)  0.00
H (3.588, -0.743, -1.718)  0.01
H (1.976, 0.808, -3.230)  0.01
C (-0.421, -1.686, 1.361)  0.22
C (-0.550, -0.299, 0.831)  0.11
C (-1.168, -0.378, -0.486)  0.22
H (-0.771, 0.540, 1.495)  0.00
C (-1.337, -1.808, -0.783)  0.31
C (-0.814, -2.549, 0.257)  0.30
H (-0.854, -3.611, 0.430)  0.01
H (-0.225, -0.816, 3.664)  0.00
H (-1.685, 0.479, -0.921)  0.02
H (-1.891, -2.174, -1.638)  0.01
O (1.610, -0.719, -4.498)  0.00
C (1.535, 0.130, -5.701)  0.00
C (1.428, -0.753, -6.948)  0.00
H (2.390, 0.835, -5.758)  0.00
H (0.624, 0.748, -5.625)  0.00
C (1.587, -2.186, -6.474)  0.00
H (2.211, -0.506, -7.655)  0.00
H (0.461, -0.612, -7.428)  0.00
C (1.392, -2.108, -4.963)  0.00
H (2.582, -2.549, -6.732)  0.00
H (0.840, -2.824, -6.936)  0.00
H (2.041, -2.791, -4.401)  0.00
H (0.338, -2.342, -4.710)  0.00
O (-0.194, -0.047, 4.367)  0.00
Cl (1.185, 0.855, 3.955)  0.00
O (0.665, 2.001, 3.225)  0.00
O (1.997, -0.024, 3.123)  0.00
O (-0.193, -1.987, 2.539)  0.31

(3)
Computed, not measured: C30H39EuN5O as an isolated structure, with ωB97M-V with the def2-TZVPD basis set.

The calculation puts the strongest force on any atom at 2.33 eV/Å. The expectation value of S² is 12.0310. The energy is -2225.7963 a.u. Its spin multiplicity is 7. The HOMO energy (alpha / beta) is 0.00987 / -0.07687 Eh. As for the net charge: -1. As for the frontier orbital gap (alpha / beta): 2.188 / 4.522 eV.

Each line ends with the Löwdin spin population.
Element x y z (Å)
Eu (-0.143, -0.143, 1.136)  5.15
N (-2.699, -1.521, 1.046)  0.00
N (-0.494, -1.921, -0.906)  0.00
C (2.353, 1.143, -0.527)  0.00
C (2.714, -0.139, -0.028)  0.00
C (2.568, -0.106, 1.394)  0.00
C (2.653, -1.249, 2.337)  0.00
H (3.054, -2.153, 1.856)  0.00
H (1.656, -1.519, 2.749)  0.00
H (3.287, -1.014, 3.207)  0.00
C (2.131, 1.210, 1.759)  0.00
C (1.836, 1.666, 3.142)  0.01
H (2.752, 1.729, 3.756)  0.00
H (1.137, 0.980, 3.658)  0.00
H (1.365, 2.661, 3.141)  0.00
C (1.941, 1.953, 0.561)  0.00
C (1.425, 3.343, 0.481)  0.00
H (0.551, 3.488, 1.134)  0.00
H (1.125, 3.589, -0.546)  0.00
H (2.196, 4.066, 0.795)  0.00
C (3.155, -1.315, -0.816)  0.00
H (4.173, -1.640, -0.547)  0.00
H (3.159, -1.096, -1.890)  0.00
H (2.498, -2.186, -0.671)  0.00
C (2.386, 1.607, -1.934)  0.00
H (1.370, 1.711, -2.347)  0.00
H (2.947, 0.926, -2.582)  0.00
H (2.854, 2.602, -2.010)  0.00
C (-3.803, -1.527, 1.802)  0.01
H (-4.444, -0.637, 1.754)  0.01
C (-4.124, -2.617, 2.618)  0.03
H (-5.041, -2.579, 3.204)  0.01
C (-3.270, -3.729, 2.641)  0.02
H (-3.532, -4.612, 3.229)  0.01
C (-2.093, -3.697, 1.905)  0.01
H (-1.355, -4.500, 1.908)  0.01
C (-1.811, -2.545, 1.117)  0.00
C (-0.541, -2.413, 0.419)  -0.01
H (0.207, -3.176, 0.632)  0.00
C (-0.864, -0.634, -1.297)  -0.01
C (-0.030, -2.658, -2.012)  0.00
H (0.309, -3.669, -1.901)  0.00
C (-0.223, -1.886, -3.090)  0.00
H (-0.081, -2.107, -4.129)  0.00
N (-0.710, -0.649, -2.656)  0.00
C (-0.895, 0.515, -3.457)  0.00
C (0.039, 0.874, -4.453)  0.00
C (-0.015, 2.178, -4.970)  0.00
H (0.725, 2.482, -5.713)  0.00
C (-0.975, 3.102, -4.545)  0.00
C (-0.958, 4.519, -5.034)  0.00
H (-0.724, 5.217, -4.218)  0.00
H (-1.932, 4.814, -5.443)  0.00
H (-0.203, 4.646, -5.815)  0.00
C (-1.946, 2.684, -3.627)  0.00
H (-2.731, 3.374, -3.318)  0.00
C (-1.933, 1.391, -3.098)  0.00
C (-3.036, 0.950, -2.203)  0.00
H (-3.641, 0.158, -2.670)  0.00
H (-3.702, 1.799, -2.017)  0.00
H (-2.674, 0.569, -1.235)  0.00
C (1.121, -0.038, -4.936)  0.00
H (0.717, -0.877, -5.520)  0.00
H (1.748, -0.437, -4.124)  0.00
H (1.782, 0.519, -5.612)  0.00
C (1.328, -1.269, 5.763)  0.07
N (-0.107, -1.001, 5.724)  0.07
C (-0.887, -0.857, 4.632)  0.12
N (-2.223, -0.923, 4.909)  0.10
O (-0.470, -0.676, 3.443)  0.02
H (1.829, -0.994, 4.829)  0.00
H (1.490, -2.336, 5.967)  0.02
H (1.783, -0.701, 6.582)  0.02
H (-0.638, -1.145, 6.576)  0.14
H (-2.889, -0.606, 4.212)  0.03
H (-2.526, -0.969, 5.877)  0.15

(4)
Computed, not measured: a 2-piece molecular cluster, C3H9N2O2S overall, with ωB97M-V with the def2-TZVPD basis set.

The calculation puts the strongest force on any atom at 1.42 eV/Å. The expectation value of S² is 0.7527. The energy is -777.8612 a.u. Its spin multiplicity is 2. The HOMO energy (alpha / beta) is -0.36232 / -0.35022 Eh. The energy above the lowest of the compared OMol25 structures with the same formula, charge and spin is 0.00 kcal per mole. As for the frontier orbital gap (alpha / beta): 10.451 / 7.063 eV.

Each line ends with the Löwdin spin population.
Element x y z (Å)
C (0.509, 0.905, 0.610)  0.00
C (1.774, 0.211, 1.088)  0.11
S (2.104, 0.593, 2.829)  0.85
N (0.362, 0.718, -0.820)  0.00
C (-0.739, 0.430, -1.580)  0.00
N (-1.934, 0.497, -0.939)  0.00
O (-0.632, 0.128, -2.751)  0.00
H (-0.342, 0.522, 1.192)  0.00
H (0.441, 1.951, 0.922)  0.00
H (1.846, -0.874, 1.026)  0.02
H (2.604, 0.596, 0.482)  0.02
H (1.210, 0.477, -1.296)  0.00
H (-1.967, 0.820, 0.006)  0.00
H (-2.799, 0.259, -1.390)  0.00
H (-1.128, -2.471, -0.562)  0.00
H (-0.332, -2.105, 0.813)  0.00
O (-0.978, -2.657, 0.369)  0.00

(5)
Computed, not measured: CH3I2NS as an isolated structure, with ωB97M-V with the def2-TZVPD basis set.

The calculation puts the strongest force on any atom at 1.40 eV/Å. The energy is -1088.1395 a.u. The HOMO energy (alpha / beta) is -0.34484 / -0.30295 Eh. The energy above the lowest of the compared OMol25 structures with the same formula, charge and spin is 27.40 kcal per mole. As for the frontier orbital gap (alpha / beta): 8.330 / 5.567 eV.

Each line ends with the natural charge from an NBO analysis.
Element x y z (Å)
C (-0.003, -0.166, -0.052)  -0.77
N (-2.448, -0.742, 0.335)  -0.90
S (-1.329, -1.208, -0.695)  0.65
I (-2.981, 2.350, -0.042)  -0.08
I (-4.311, -1.432, 0.183)  0.37
H (0.933, -0.493, -0.493)  0.24
H (0.021, -0.251, 1.030)  0.24
H (-0.226, 0.865, -0.330)  0.24

(6)
Computed, not measured: C7H20AlClCoOSi as an isolated structure, with ωB97M-V with the def2-TZVPD basis set.

The calculation puts the strongest force on any atom at 3.40 eV/Å. The expectation value of S² is 3.8062. The energy is -2728.7806 a.u. Its spin multiplicity is 4. The HOMO energy (alpha / beta) is 0.07950 / 0.04730 Eh. As for the net charge: -2. As for the frontier orbital gap (alpha / beta): 2.781 / 3.481 eV.

Each line ends with the Löwdin spin population.
Element x y z (Å)
Al (0.434, -0.578, -4.312)  0.07
Cl (-1.633, -0.927, -4.485)  0.01
C (1.650, -2.117, -3.837)  0.02
C (1.116, 1.289, -4.726)  0.02
H (2.581, -2.112, -4.462)  0.00
H (1.940, -2.029, -2.734)  0.00
H (1.112, -3.039, -3.998)  0.00
H (2.064, 1.256, -5.286)  0.00
H (1.282, 1.824, -3.728)  0.00
H (0.371, 1.806, -5.294)  0.00
Co (0.310, 0.284, -0.019)  2.63
C (-0.478, 2.215, 0.390)  0.09
C (2.015, 0.601, -0.879)  -0.03
H (0.353, 2.875, 0.172)  0.01
H (-1.268, 2.348, -0.323)  0.01
H (-0.833, 2.352, 1.403)  0.02
H (2.381, 1.481, -1.561)  0.01
H (2.673, -0.352, -1.336)  0.03
C (0.128, 0.571, 3.592)  0.00
Si (-1.008, -0.679, 2.714)  0.01
C (-1.002, -2.219, 3.786)  0.00
C (-2.677, 0.183, 2.611)  0.00
O (-0.498, -0.950, 1.154)  0.09
H (-0.054, 0.528, 4.679)  0.00
H (-0.054, 1.598, 3.267)  0.00
H (1.200, 0.355, 3.435)  0.00
H (-1.454, -2.045, 4.781)  0.00
H (-1.564, -3.051, 3.327)  0.00
H (0.027, -2.604, 3.979)  0.00
H (-2.558, 1.258, 2.381)  0.00
H (-3.272, -0.244, 1.789)  0.00
H (-3.287, 0.122, 3.518)  0.00

(7)
Computed, not measured: C3H3FS2 as an isolated structure, with ωB97M-V with the def2-TZVPD basis set.

The calculation puts the strongest force on any atom at 4.66 eV/Å. The energy is -1012.2330 a.u. The HOMO energy is -0.33784 Eh. The energy above the lowest of the compared OMol25 structures with the same formula, charge and spin is 51.62 kcal per mole. As for the frontier orbital gap: 8.043 eV.

Each line ends with the natural charge from an NBO analysis.
Element x y z (Å)
C (-1.062, -0.221, -0.227)  -0.30
C (0.368, -0.803, -0.197)  -0.38
C (1.497, -0.052, -0.240)  0.28
H (-2.241, 1.966, 0.902)  0.20
H (0.482, -1.813, 0.239)  0.25
H (1.481, 1.106, -0.574)  0.21
F (2.698, -0.645, 0.157)  -0.33
S (-0.848, 1.596, -0.047)  -0.04
S (-2.375, -1.135, -0.014)  0.11

(8)
Computed, not measured: a 2-piece molecular cluster, C6H8N2 overall, with ωB97M-V with the def2-TZVPD basis set.

The calculation puts the strongest force on any atom at 4.22 eV/Å. The energy is -342.7549 a.u. The HOMO energy (alpha / beta) is -0.25491 / -0.25496 Eh. The energy above the lowest of the compared OMol25 structures with the same formula, charge and spin is 112.33 kcal per mole. As for the frontier orbital gap (alpha / beta): 7.623 / 7.624 eV.

Each line ends with the natural charge from an NBO analysis.
Element x y z (Å)
C (1.658, -0.667, -0.710)  0.29
C (-0.257, 2.153, 0.475)  -0.44
C (-2.441, -2.070, -0.055)  -0.43
C (-0.850, 1.393, -0.401)  -0.27
C (-1.206, 0.080, -0.342)  0.30
C (2.382, -0.252, 0.490)  -0.74
N (1.036, -1.011, -1.588)  -0.33
N (-1.803, -0.933, -0.143)  -0.20
H (-0.390, 3.164, 0.165)  0.21
H (0.204, 1.942, 1.323)  0.19
H (-2.139, -2.745, 0.798)  0.20
H (-2.611, -2.515, -1.061)  0.21
H (-1.203, 1.841, -1.376)  0.24
H (3.478, 0.127, 0.203)  0.27
H (2.447, -1.094, 1.278)  0.26
H (1.694, 0.587, 0.943)  0.26

Which value of energy does entry 6 give? -2728.7806 a.u.

Among the records above, which one has the lowest energy? C7H20AlClCoOSi